<1>
15
Properties=species:S:1:pos:R:3 method="wB97M-V/def2-TZVPD" multiplicity=1 e_homo_ev=-8.32 charge=0 lumo_ha=0.0313 orbital_gap_ha=0.3372
H -2.07500 -0.55061 -0.03961
N -1.75924 0.35059 -0.40663
C -0.50274 0.49936 -0.36452
C 0.08904 1.76232 -0.91606
C 0.55595 -0.92590 -0.50942
N 0.46151 -1.57965 0.73349
N 0.64245 -0.65462 1.76536
H 0.88133 2.11787 -0.25671
H 0.54554 1.57110 -1.88752
H -0.68213 2.52024 -1.04171
H 0.23319 -1.56521 -1.33017
H 1.54922 -0.50083 -0.62922
H -0.40962 -2.11175 0.80902
H 0.51445 -1.12745 2.65489
H -0.04394 0.19454 1.41881

***

<2>
15
Properties=species:S:1:pos:R:3 method="wB97M-V/def2-TZVPD" multiplicity=1 e_homo_ev=-7.63 charge=0 lumo_ha=0.0340 orbital_gap_ha=0.3144
H -1.00467 2.49822 -1.02374
N -0.48863 1.56332 -1.09979
C 0.30949 1.55272 -2.06671
N 0.91935 0.39477 -2.23425
H 0.30427 2.22291 -2.97936
H 1.47269 0.12809 -3.10703
H 1.14321 0.01802 -1.30161
C 0.38122 -0.52684 2.56829
C -0.16539 -0.82389 1.29401
N -1.00108 -1.93550 1.14962
H 0.72555 0.48037 2.92578
H 0.35007 -1.26644 3.33469
H 0.08244 -0.26954 0.26735
H -1.50273 -2.04156 1.95154
H -1.52580 -1.99468 0.32120

***

The structure with the least stability is <1>.

***

<1>
15
Properties=species:S:1:pos:R:3 method="wB97M-V/def2-TZVPD" multiplicity=1 e_homo_ev=-8.11 charge=0 lumo_ha=0.0326 orbital_gap_ha=0.3305
C 1.50393 1.81294 -0.14155
C 0.40908 -0.95350 0.32430
C -1.86596 -1.06414 -0.43583
N 1.03928 1.29754 0.95747
N 0.57026 0.16564 1.32370
N -0.54119 -0.95896 -0.92183
H 1.23376 1.37671 -1.06837
H 1.79245 2.76260 -0.11806
H -0.29408 -0.04748 -1.30385
H 1.32392 1.92741 1.67857
H 0.01640 -1.85026 0.74684
H 1.53190 -1.22652 -0.06119
H -2.15204 -0.27791 0.17325
H -2.72019 -1.00110 -1.23488
H -1.84754 -1.96297 0.08144

***

<2>
15
Properties=species:S:1:pos:R:3 method="wB97M-V/def2-TZVPD" multiplicity=1 e_homo_ev=-8.86 charge=0 lumo_ha=0.0210 orbital_gap_ha=0.3466
C -0.74528 -0.58693 -0.02257
C -2.15361 -0.08801 -0.06780
N 0.20598 0.00784 -0.86398
C 1.19012 0.38099 0.25355
N 2.07054 -0.66311 0.61356
N 1.59625 1.61708 0.33705
H -0.15463 0.85162 -1.29507
H 1.73985 -1.59281 0.39298
H 2.99699 -0.48377 0.24928
H 1.38668 2.16064 -0.49563
H -0.60414 -1.65928 0.10226
H 0.00979 -0.07466 1.08205
H -2.18312 0.97703 0.17611
H -2.79605 -0.64050 0.61539
H -2.55937 -0.20612 -1.07720

***

The structure with the least stability is <1>.

***

<1>
15
Properties=species:S:1:pos:R:3 method="wB97M-V/def2-TZVPD" multiplicity=1 e_homo_ev=-8.14 charge=0 lumo_ha=0.0330 orbital_gap_ha=0.3323
H 1.91142 -1.75232 -0.34749
N 2.17290 -0.78066 -0.27852
C 1.67775 -0.29484 0.83642
N 1.64530 1.04649 1.02974
H 1.46491 -0.94511 1.71322
H 0.90890 1.49240 1.57591
H 1.85649 1.60631 0.18148
C -1.44924 -0.97319 0.23322
C -2.19585 0.01666 -0.34927
N -1.78448 0.74374 -1.43986
H -0.37857 -1.01353 -0.03081
H -1.96546 -1.75294 0.78854
H -3.23105 0.26619 -0.04361
H -0.81108 0.87025 -1.74715
H -2.18766 1.66997 -1.59181

***

<2>
15
Properties=species:S:1:pos:R:3 method="wB97M-V/def2-TZVPD" multiplicity=1 e_homo_ev=-8.88 charge=0 lumo_ha=0.0336 orbital_gap_ha=0.3598
C 0.76607 2.01996 -0.59434
C -0.59284 -0.10056 -0.51941
C -0.55659 -1.34154 0.37117
H 1.21622 2.02518 -1.68034
H -0.25287 2.63788 -0.47946
H 1.37899 2.59974 0.05316
H 1.01728 0.46773 1.18134
H -1.63773 0.62673 -0.17082
H -0.65591 -0.21764 -1.71352
H 1.25463 -1.08912 0.84009
H 0.41276 -2.36296 1.80205
H -2.01539 -2.11450 -0.66892
N 0.74333 0.60370 -0.06357
N 0.33994 -1.44524 1.42888
N -1.41790 -2.30936 0.21370

***

The structure with the least stability is <2>.

***

<1>
79
Properties=species:S:1:pos:R:3 method="wB97M-V/def2-TZVPD" multiplicity=3 e_homo_ev="-0.60 / -1.29" charge=-2 lumo_ha="0.1467 / 0.1467" orbital_gap_ha="0.1688 / 0.1943"
W 1.30044 0.07482 1.09966
S 3.65812 -0.73003 0.95399
As 1.97145 2.21814 -0.32286
S 1.38302 0.48338 -1.45315
S -0.17491 1.78153 1.43696
S 1.85512 3.98015 -1.44474
O -1.85038 -0.17939 -0.58308
P -2.93354 -0.15634 -1.58847
C -4.49370 -0.50321 -0.64640
C -5.87728 -0.19285 -1.23439
C -6.52636 -1.38687 -1.92259
C -6.61544 -2.56966 -0.95764
C -5.23419 -2.96666 -0.43529
C -4.49132 -1.78757 0.19305
C -2.36222 -1.11570 -3.06155
C -1.31790 -2.16769 -2.65870
C -1.93932 -3.51782 -2.34176
C -2.73294 -4.03428 -3.54159
C -3.83843 -3.05251 -3.92424
C -3.31238 -1.63424 -4.15585
C -3.27373 1.56346 -2.16572
C -2.01798 2.45326 -2.01793
C -1.13583 2.49056 -3.26080
C -1.93960 2.87121 -4.50098
C -3.06518 1.86750 -4.73370
C -3.98998 1.78771 -3.51731
H -4.27033 0.29608 0.07071
H -5.83601 0.66595 -1.90360
H -6.52779 0.10381 -0.40046
H -5.94194 -1.66482 -2.80348
H -7.52247 -1.11394 -2.28307
H -7.10243 -3.42461 -1.43602
H -7.24930 -2.27647 -0.11112
H -4.64857 -3.38362 -1.25296
H -5.32697 -3.76727 0.30360
H -3.46170 -2.05419 0.44651
H -4.97756 -1.55326 1.14811
H -1.77985 -0.29957 -3.49898
H -0.73238 -1.78299 -1.82242
H -0.62576 -2.29161 -3.50191
H -2.59094 -3.42300 -1.46584
H -1.16122 -4.22653 -2.06420
H -3.16362 -5.01943 -3.33825
H -2.04490 -4.15730 -4.38733
H -4.57742 -3.04241 -3.12630
H -4.36525 -3.39260 -4.82188
H -4.15045 -0.95095 -4.31298
H -2.74664 -1.63667 -5.09579
H -3.96932 1.89703 -1.38825
H -1.43992 2.13019 -1.14995
H -2.35905 3.47532 -1.80671
H -0.65557 1.51850 -3.40787
H -0.31750 3.19096 -3.08476
H -1.29382 2.92550 -5.38268
H -2.37218 3.87104 -4.35965
H -2.62576 0.88813 -4.94086
H -3.65502 2.13225 -5.61791
H -4.76413 1.03452 -3.68797
H -4.51615 2.74850 -3.44513
Cl -1.54490 -2.43779 2.52000
C -0.66193 -3.46367 1.44162
C -0.99677 -4.80311 1.35495
C -0.30473 -5.63996 0.49036
C 0.71186 -5.11518 -0.28732
C 1.03269 -3.76933 -0.20648
Cl 2.28972 -3.13900 -1.21666
C 0.37345 -2.87717 0.66960
N 0.68841 -1.57679 0.76769
H -1.79990 -5.18078 1.97448
H -0.56080 -6.69006 0.42172
H 1.26456 -5.73986 -0.97763
C 3.67387 -0.35206 4.46321
S 2.20427 0.47992 3.90230
O 1.66505 1.15660 5.05626
O 2.63948 1.34017 2.77718
O 1.33110 -0.57318 3.30509
H 4.52409 0.26649 4.18476
H 3.73490 -1.30620 3.94701
H 3.61550 -0.47182 5.54256

***

<2>
79
Properties=species:S:1:pos:R:3 method="wB97M-V/def2-TZVPD" multiplicity=3 e_homo_ev="-0.42 / -1.45" charge=-2 lumo_ha="0.1479 / 0.1478" orbital_gap_ha="0.1631 / 0.2011"
W -2.22038 -0.06414 -3.42079
S -4.23970 -3.65435 -2.22600
As -3.34365 -1.73511 -1.73920
S -0.64800 -1.47005 -4.12501
S -4.54732 -0.03685 -2.41503
S -3.60717 -2.44412 0.30474
O -0.77652 -0.69212 -0.23594
P -0.00807 -0.97128 1.00504
C -1.13877 -0.70152 2.43163
C -0.81535 -1.23957 3.82835
C -0.18862 -0.21107 4.76303
C -1.04877 1.04930 4.83550
C -1.26292 1.65963 3.45167
C -1.84956 0.65411 2.46537
C 1.65432 -0.16244 0.86318
C 1.60401 1.05750 -0.06984
C 1.40810 2.37438 0.66189
C 2.49106 2.56403 1.71812
C 2.45492 1.43003 2.73562
C 2.55790 0.04822 2.08872
C 0.28754 -2.79705 1.13836
C 0.21765 -3.43974 -0.26030
C 1.53354 -3.35721 -1.02258
C 2.65783 -4.01475 -0.22585
C 2.81379 -3.38856 1.16023
C 1.48805 -3.34939 1.92820
H -1.88626 -1.38663 2.00026
H -0.19157 -2.13341 3.76773
H -1.76269 -1.56478 4.27674
H 0.81476 0.04558 4.41273
H -0.06699 -0.64436 5.76098
H -0.59626 1.78229 5.51103
H -2.02315 0.78284 5.26348
H -0.31227 2.04350 3.07849
H -1.92929 2.52405 3.52013
H -1.89252 1.06160 1.45756
H -2.89129 0.46325 2.74933
H 2.12363 -0.94254 0.26102
H 0.81769 0.88932 -0.80678
H 2.55017 1.10624 -0.62433
H 0.41603 2.39612 1.12562
H 1.42740 3.19446 -0.05557
H 2.37533 3.52350 2.23180
H 3.46971 2.58560 1.22114
H 1.52263 1.51023 3.29327
H 3.26061 1.54015 3.46940
H 2.38371 -0.72483 2.84348
H 3.59512 -0.08703 1.75735
H -0.62426 -3.11329 1.65617
H -0.58778 -2.98354 -0.83418
H -0.04445 -4.49626 -0.12289
H 1.76888 -2.31267 -1.24589
H 1.41766 -3.83763 -1.99588
H 3.60753 -3.96080 -0.76699
H 2.42186 -5.08006 -0.10738
H 3.22836 -2.38325 1.05939
H 3.54411 -3.95447 1.74857
H 1.62657 -2.82137 2.87610
H 1.23591 -4.38371 2.19501
Cl 1.15708 1.75438 -3.92749
C 0.28866 2.92282 -2.99373
C 0.80700 4.20020 -2.87269
C 0.15316 5.15389 -2.10621
C -1.02068 4.80575 -1.45228
C -1.53371 3.52959 -1.58609
Cl -3.03229 3.14608 -0.80760
C -0.92547 2.53218 -2.38274
N -1.50822 1.34185 -2.59628
H 1.73355 4.43276 -3.38129
H 0.55904 6.15287 -2.01015
H -1.55543 5.52173 -0.84209
C -1.83420 -0.56033 -7.28039
S -3.00624 0.22490 -6.22151
O -3.93611 0.92965 -7.06675
O -3.56037 -0.81665 -5.34842
O -2.20031 1.10952 -5.31876
H -2.37794 -1.27730 -7.89267
H -1.11074 -1.05624 -6.63122
H -1.36958 0.20643 -7.89767

***

The structure with the least stability is <1>.